Model w:
Below is a gas-phase ion, C5H12IN2 (charge +1), with properties calculated with the ωB97M-V functional and the def2-TZVPD basis.

Results
Charge: +1
SMILES: CN1CC[C@@]([NH3+])(I)C1
LUMO level, eV: -3.609

Last column: natural (NBO) charge in e.
CARTESIAN COORDINATES (ANGSTROEM)
C1 0.55 -1.24 0.70  -0.520
C2 -0.70 -1.45 -0.20  -0.233
C3 0.35 0.21 -1.26  -0.179
C4 1.27 -0.02 0.21  0.008
C5 -1.87 0.81 -0.38  -0.430
N1 -0.90 -0.17 -0.86  -0.447
N2 0.98 1.22 0.98  -0.752
I1 3.43 -0.14 -0.10  0.194
H1 0.20 -1.07 1.69  0.209
H2 1.14 -2.05 0.65  0.258
H3 -0.60 -2.15 -1.07  0.228
H4 -1.56 -1.95 0.34  0.249
H5 0.61 1.18 -1.49  0.204
H6 0.73 -0.53 -1.91  0.217
H7 -1.44 1.78 -0.44  0.189
H8 -2.83 0.78 -0.99  0.245
H9 -2.10 0.72 0.71  0.185
H10 1.44 1.93 0.46  0.459
H11 1.32 1.01 2.00  0.462
H12 -0.03 1.14 0.96  0.453

=====

Model x:
Below is a gas-phase ion, C5H12IN2 (charge +1), with properties calculated with the ωB97M-V functional and the def2-TZVPD basis.

Results
Charge: +1
SMILES: C=[N+](C)N(C)[C@@H](C)I
LUMO level (spin up / spin down), eV: -4.087 / -4.088

Last column: natural (NBO) charge in e.
CARTESIAN COORDINATES (ANGSTROEM)
C1 -0.16 -2.09 0.83  -0.083
C2 -1.61 2.11 0.08  -0.697
C3 1.09 1.02 -0.66  -0.440
C4 1.57 -1.67 -0.57  -0.450
C5 -1.44 0.67 0.43  -0.085
N1 0.23 0.09 -0.06  -0.202
N2 0.41 -1.19 0.10  -0.047
I1 -3.12 -0.56 -0.19  0.200
H1 -0.91 -1.86 1.53  0.225
H2 0.12 -3.11 0.62  0.231
H3 -0.91 2.78 0.70  0.237
H4 -2.67 2.42 0.18  0.280
H5 -1.14 2.23 -0.86  0.226
H6 1.04 0.93 -1.82  0.200
H7 0.85 2.05 -0.58  0.255
H8 2.06 0.72 -0.40  0.230
H9 2.56 -1.53 -0.02  0.255
H10 1.61 -1.14 -1.53  0.233
H11 1.46 -2.75 -0.83  0.253
H12 -1.45 0.64 1.45  0.180

=====

It turns out model w is the most stable, with the second structure 0.0771 hartree higher.

=====

Model w:
Below is a gas-phase ion, C4H7O2 (charge +1), with properties calculated with the ωB97M-V functional and the def2-TZVPD basis.

Results
Charge: +1
LUMO level (spin up / spin down), eV: -6.758 / -6.449

Last column: natural (NBO) charge in e.
CARTESIAN COORDINATES (ANGSTROEM)
C1 -1.49 -0.96 0.24  -0.388
C2 -0.24 2.20 -1.03  0.305
C3 -0.48 0.12 0.04  0.567
C4 1.33 -1.16 0.63  -0.238
O1 0.77 0.12 0.23  -0.472
O2 -0.92 1.25 -0.58  -0.317
H1 -2.47 -0.90 -0.16  0.246
H2 -1.04 -1.90 0.57  0.229
H3 -0.79 3.07 -1.32  0.212
H4 0.85 2.44 -0.80  0.225
H5 2.40 -0.89 0.83  0.234
H6 1.14 -1.78 -0.12  0.192
H7 0.95 -1.62 1.48  0.205

=====

Model x:
Below is a gas-phase ion, C4H7O2 (charge +1), with properties calculated with the ωB97M-V functional and the def2-TZVPD basis.

Results
Charge: +1
LUMO level, eV: -6.586

Last column: natural (NBO) charge in e.
CARTESIAN COORDINATES (ANGSTROEM)
O1 2.67 0.22 -0.66  -0.698
C1 1.52 -0.38 -0.13  -0.055
C2 0.48 0.73 0.05  -0.533
C3 -0.85 0.41 0.26  0.419
C4 -2.09 0.00 0.21  0.087
H1 3.39 -0.41 -0.66  0.499
H2 1.71 -0.83 0.86  0.200
H3 1.10 -1.15 -0.79  0.188
H4 0.17 1.16 -0.97  0.377
H5 0.83 1.62 0.61  0.305
H6 -2.58 0.28 -0.74  0.275
O2 -2.71 -0.74 1.11  -0.590
H7 -3.63 -0.91 0.85  0.527

=====

It turns out model x is the most stable, with the second structure 0.0210 hartree higher.

=====

Model w:
Below is 2 unconnected molecules or ions with the total composition C2H4BrN, with properties calculated with the ωB97M-V functional and the def2-TZVPD basis.

Results
Charge: 0
LUMO level (spin up / spin down), eV: -0.279 / -1.516

Last column: natural (NBO) charge in e.
CARTESIAN COORDINATES (ANGSTROEM)
C1 -0.60 -1.30 -0.21  -0.028
C2 0.61 1.54 0.29  -0.343
N1 0.44 -0.73 -0.45  -0.318
Br1 -0.68 -3.21 -0.85  -0.054
H1 -1.46 -1.01 0.39  0.209
H2 -0.53 1.75 0.17  0.189
H3 1.22 1.91 -0.41  0.165
H4 1.00 1.04 1.08  0.180

=====

Model x:
Below is a single C2H4BrN molecule, with properties calculated with the ωB97M-V functional and the def2-TZVPD basis.

Results
Charge: 0
SMILES: C/N=C\Br
LUMO level, eV: 0.895

Last column: natural (NBO) charge in e.
CARTESIAN COORDINATES (ANGSTROEM)
C1 1.18 0.74 -0.21  0.001
C2 -1.13 -0.38 0.16  -0.447
N1 -0.03 0.73 0.09  -0.410
Br1 2.13 -0.81 -0.39  -0.008
H1 1.80 1.63 -0.42  0.205
H2 -0.94 -1.17 -0.56  0.218
H3 -2.06 0.19 0.23  0.227
H4 -0.94 -0.94 1.10  0.213

=====

It turns out model x is the most stable, with the second structure 0.1087 hartree higher.

=====

Model w:
Below is 2 unconnected molecules or ions with the total composition C2H3O3S, with properties calculated with the ωB97M-V functional and the def2-TZVPD basis.

Results
Charge: -1
LUMO level (spin up / spin down), eV: 3.037 / 3.838

Last column: natural (NBO) charge in e.
CARTESIAN COORDINATES (ANGSTROEM)
C1 1.52 -0.13 0.91  -0.203
C2 0.75 1.10 0.54  -0.110
O1 -3.25 0.38 -1.15  -0.951
O2 -1.58 -1.42 -1.70  -0.952
O3 0.60 0.44 1.78  -0.527
S1 -1.93 0.02 -1.69  1.366
H1 1.31 -1.25 0.55  0.170
H2 2.70 0.09 1.13  0.131
H3 -0.12 0.75 -0.37  0.077

=====

Model x:
Below is a gas-phase ion, C2H3O3S (charge -1), with properties calculated with the ωB97M-V functional and the def2-TZVPD basis.

Results
Charge: -1
SMILES: C=C([O-])OSO
LUMO level (spin up / spin down), eV: 3.614 / 3.614

Last column: natural (NBO) charge in e.
CARTESIAN COORDINATES (ANGSTROEM)
C1 1.52 0.02 -0.01  0.708
C2 0.34 0.93 -0.16  -0.439
O1 1.24 -1.23 0.19  -0.715
O2 2.69 0.46 -0.08  -0.721
O3 -2.51 -1.00 -0.16  -0.942
S1 -0.81 -1.38 0.00  0.271
H1 0.05 0.97 -1.10  0.187
H2 0.17 1.70 0.62  0.201
H3 -2.69 -0.47 0.69  0.450

=====

It turns out model x is the most stable, with the second structure 0.0695 hartree higher.

=====

Model w:
Below is 2 unconnected molecules or ions with the total composition CH3N3S, with properties calculated with the ωB97M-V functional and the def2-TZVPD basis.

Results
Charge: 0
LUMO level, eV: -0.209

Last column: natural (NBO) charge in e.
CARTESIAN COORDINATES (ANGSTROEM)
C1 -1.06 1.62 0.58  -0.464
N1 1.09 -0.01 -0.25  -0.099
N2 1.10 -1.13 -0.35  0.271
N3 1.00 -2.32 -0.45  -0.566
S1 -2.15 0.50 0.98  0.071
H1 -1.08 2.17 -0.51  0.192
H2 -0.29 2.07 1.20  0.192
H3 1.38 -2.91 -1.18  0.403

=====

Model x:
Below is a single CH3N3S molecule, with properties calculated with the ωB97M-V functional and the def2-TZVPD basis.

Results
Charge: 0
SMILES: C1N=NSN1
LUMO level, eV: 0.627

Last column: natural (NBO) charge in e.
CARTESIAN COORDINATES (ANGSTROEM)
C1 0.12 0.47 -0.19  -0.143
N1 1.19 1.46 0.03  -0.146
N2 2.33 1.04 0.05  -0.283
N3 0.75 -0.88 -0.11  -0.807
S1 2.50 -0.60 -0.02  0.557
H1 -0.68 0.59 0.57  0.225
H2 -0.10 0.62 -1.33  0.208
H3 0.51 -1.55 0.76  0.390

=====

It turns out model x is the most stable, with the second structure 0.0392 hartree higher.

=====

Model w:
Below is a molecular structure, C11H14ClF5N3O5Ru, with properties calculated with the ωB97M-V functional and the def2-TZVPD basis.

Results
Expectation value of S²: 0.770
Charge: 0
2S+1: 2
LUMO level (spin up / spin down), eV: -0.137 / 0.085

Last column: natural (NBO) charge in e.
CARTESIAN COORDINATES (ANGSTROEM)
Ru1 0.16 -0.14 0.10  0.890
N1 2.28 -3.54 0.46  -0.773
C1 1.84 -2.44 -0.15  0.727
O1 0.67 -2.32 -0.55  -0.634
C2 2.81 -1.33 -0.42  -0.574
C3 2.06 -0.19 -1.08  -0.453
H1 1.59 -4.21 0.75  0.412
H2 3.14 -3.51 0.97  0.412
H3 3.62 -1.72 -1.05  0.238
H4 3.26 -1.02 0.52  0.257
H5 1.63 -0.45 -2.04  0.217
H6 2.61 0.74 -1.09  0.187
O2 2.70 -1.55 3.07  -0.821
Cl1 1.56 -0.72 2.81  2.542
O3 1.02 -0.17 4.02  -0.825
O4 1.94 0.37 1.90  -0.884
O5 0.54 -1.50 2.13  -0.874
N2 0.62 2.14 -0.21  -0.763
C4 -0.25 3.04 0.54  -0.229
C5 -0.35 2.53 1.96  -0.232
N3 -0.84 1.15 1.92  -0.827
H7 1.55 2.11 0.20  0.397
H8 0.68 2.38 -1.19  0.408
H9 -1.24 3.02 0.07  0.203
H10 0.11 4.07 0.55  0.197
H11 -0.99 3.19 2.55  0.197
H12 0.64 2.52 2.41  0.217
H13 -1.83 1.12 1.73  0.389
H14 -0.66 0.68 2.80  0.414
F1 -2.75 -1.03 0.62  -0.328
C6 -2.67 -0.68 -0.69  0.341
C7 -1.54 -0.01 -1.13  -0.319
C8 -1.51 0.31 -2.47  0.307
F2 -0.44 0.96 -2.97  -0.329
C9 -2.55 0.01 -3.33  0.258
F3 -2.50 0.36 -4.62  -0.292
C10 -3.67 -0.64 -2.85  0.275
F4 -4.68 -0.94 -3.67  -0.288
C11 -3.74 -0.99 -1.51  0.248
F5 -4.82 -1.60 -1.04  -0.291

=====

Model x:
Below is a molecular structure, C11H14ClF5N3O5Ru, with properties calculated with the ωB97M-V functional and the def2-TZVPD basis.

Results
Expectation value of S²: 0.754
Charge: 0
2S+1: 2
LUMO level (spin up / spin down), eV: 0.215 / -0.268

Last column: natural (NBO) charge in e.
CARTESIAN COORDINATES (ANGSTROEM)
Ru1 0.34 0.21 0.15  0.842
N1 1.38 4.36 0.83  -0.794
C1 0.72 3.26 0.42  0.714
O1 1.18 2.54 -0.48  -0.665
C2 -0.57 2.89 1.11  -0.542
C3 -1.18 1.67 0.42  -0.563
H1 2.32 4.50 0.50  0.409
H2 1.08 4.84 1.66  0.400
H3 -1.24 3.76 1.10  0.224
H4 -0.32 2.68 2.15  0.247
H5 -1.59 1.96 -0.55  0.188
H6 -2.01 1.30 1.01  0.206
O2 3.45 1.31 2.77  -0.790
Cl1 2.60 0.43 2.05  2.549
O3 2.87 -0.94 2.37  -0.838
O4 1.19 0.73 2.34  -0.851
O5 2.75 0.63 0.61  -0.857
N2 0.60 0.22 -1.89  -0.692
C4 1.02 -1.10 -2.40  -0.234
C5 2.06 -1.67 -1.45  -0.238
N3 1.47 -1.76 -0.10  -0.807
H7 -0.20 0.58 -2.41  0.416
H8 1.34 0.90 -2.01  0.407
H9 1.40 -1.03 -3.42  0.206
H10 0.14 -1.74 -2.41  0.208
H11 2.92 -1.01 -1.38  0.219
H12 2.41 -2.64 -1.81  0.201
H13 2.17 -1.85 0.63  0.429
H14 0.83 -2.54 -0.04  0.389
F1 -0.77 -1.84 2.13  -0.317
C6 -1.59 -1.85 1.07  0.334
C7 -1.31 -0.99 0.01  -0.269
C8 -2.22 -1.07 -1.04  0.286
F2 -2.10 -0.28 -2.13  -0.338
C9 -3.31 -1.93 -1.05  0.261
F3 -4.15 -1.95 -2.09  -0.290
C10 -3.54 -2.76 0.03  0.271
F4 -4.58 -3.59 0.03  -0.285
C11 -2.67 -2.72 1.10  0.251
F5 -2.87 -3.51 2.15  -0.288

=====

It turns out model x is the most stable, with the second structure 0.0380 hartree higher.

=====

Model w:
Below is 3 unconnected molecules or ions with the total composition C2H10N2O2, with properties calculated with the ωB97M-V functional and the def2-TZVPD basis.

Results
Expectation value of S²: 0.750
Charge: -1
2S+1: 2
LUMO level (spin up / spin down), eV: 4.011 / 3.983

Last column: natural (NBO) charge in e.
CARTESIAN COORDINATES (ANGSTROEM)
C1 0.09 -0.52 -2.04  -0.583
N1 1.98 0.39 -0.11  -0.996
C2 0.77 -0.14 0.17  -0.072
N2 -0.10 -0.63 -0.63  -0.593
H1 -0.76 0.00 -2.49  0.178
H2 0.09 -1.48 -2.56  0.179
H3 0.92 0.08 -2.44  0.149
H4 2.64 0.51 0.64  0.326
H5 2.33 0.58 -1.05  0.364
H6 0.43 -0.06 1.19  0.167
H7 -1.22 1.19 1.76  0.489
H8 -1.77 2.39 0.92  0.455
O1 -1.07 2.12 1.53  -0.983
H9 -1.62 -1.46 0.97  0.491
H10 -1.05 -1.81 2.25  0.440
O2 -1.66 -1.15 1.89  -1.010

=====

Model x:
Below is 3 unconnected molecules or ions with the total composition C2H10N2O2, with properties calculated with the ωB97M-V functional and the def2-TZVPD basis.

Results
Expectation value of S²: 0.754
Charge: -1
2S+1: 2
LUMO level (spin up / spin down), eV: 4.235 / 4.164

Last column: natural (NBO) charge in e.
CARTESIAN COORDINATES (ANGSTROEM)
C1 1.40 -0.96 1.35  -0.438
N1 -0.15 -1.01 -1.47  -0.893
C2 -0.42 -1.02 -0.08  0.037
N2 0.20 -0.27 0.85  -0.868
H1 1.24 -2.04 1.40  0.126
H2 2.25 -0.88 0.70  0.142
H3 1.51 -0.79 2.43  0.159
H4 -0.76 -1.59 -1.96  0.346
H5 0.78 -0.89 -1.84  0.351
H6 -1.18 -1.78 0.16  0.067
H7 0.51 2.52 0.41  0.472
H8 0.38 1.91 -0.89  0.487
O1 0.93 2.63 -0.47  -0.974
H9 -2.94 1.25 -0.36  0.449
H10 -1.62 1.18 0.20  0.500
O2 -2.13 1.73 -0.43  -0.964

=====

It turns out model w is the most stable, with the second structure 0.0383 hartree higher.

=====

Model w:
Below is a single C5H10OS molecule, with properties calculated with the ωB97M-V functional and the def2-TZVPD basis.

Results
Charge: 0
SMILES: CSCCCC=O
LUMO level, eV: 0.871

Last column: natural (NBO) charge in e.
CARTESIAN COORDINATES (ANGSTROEM)
O1 -2.41 1.08 0.94  -0.523
C1 -1.56 1.58 0.25  0.437
C2 -0.95 0.84 -0.93  -0.525
C3 0.55 1.09 -1.14  -0.407
C4 1.38 0.38 -0.05  -0.519
S1 1.21 -1.44 -0.24  0.147
C5 0.38 -1.87 1.35  -0.720
H1 -1.23 2.62 0.47  0.107
H2 -1.48 1.22 -1.81  0.236
H3 -1.20 -0.21 -0.81  0.242
H4 0.84 0.70 -2.11  0.217
H5 0.80 2.15 -1.16  0.207
H6 2.45 0.58 -0.14  0.225
H7 1.03 0.69 0.94  0.212
H8 1.12 -1.86 2.14  0.212
H9 -0.44 -1.19 1.56  0.222
H10 0.04 -2.90 1.25  0.228

=====

Model x:
Below is a single C5H10OS molecule, with properties calculated with the ωB97M-V functional and the def2-TZVPD basis.

Results
Charge: 0
LUMO level, eV: 0.603

Last column: natural (NBO) charge in e.
CARTESIAN COORDINATES (ANGSTROEM)
C1 -1.49 -1.62 0.59  -0.586
C2 0.22 -0.40 0.30  -0.140
C3 -0.63 0.75 -0.15  -0.441
C4 1.24 -1.02 -0.59  -0.670
C5 -0.58 2.14 0.54  -0.626
O1 -3.13 -0.25 -0.96  -0.968
S1 -2.36 0.01 0.25  1.200
H1 -1.70 -2.20 -0.23  0.219
H2 -1.57 -1.84 1.62  0.210
H3 0.51 -0.35 1.41  0.222
H4 -0.82 0.82 -1.16  0.226
H5 2.12 -0.35 -0.69  0.220
H6 1.01 -1.31 -1.69  0.230
H7 1.74 -2.04 -0.29  0.233
H8 0.46 2.65 0.43  0.225
H9 -0.79 1.86 1.62  0.211
H10 -1.48 2.75 0.04  0.233

=====

It turns out model w is the most stable, with the second structure 0.1366 hartree higher.

=====

Model w:
Below is a single C4H9N3O2 molecule, with properties calculated with the ωB97M-V functional and the def2-TZVPD basis.

Results
Charge: 0
SMILES: CN(C)C(=O)N(N)C=O
LUMO level, eV: 0.688

Last column: natural (NBO) charge in e.
CARTESIAN COORDINATES (ANGSTROEM)
C1 0.35 0.80 1.62  -0.399
C2 1.42 -1.40 1.21  -0.404
N1 -0.90 0.33 -0.99  -0.351
N2 0.40 -0.43 0.85  -0.453
C3 -0.48 -0.74 -0.18  0.789
N3 -0.06 1.50 -1.15  -0.642
C4 -1.84 0.12 -2.00  0.527
O1 -0.81 -1.90 -0.43  -0.625
O2 -1.98 0.86 -2.98  -0.590
H1 0.79 1.17 -1.61  0.352
H2 -0.52 2.08 -1.86  0.392
H3 -2.43 -0.80 -1.87  0.165
H4 0.42 0.55 2.68  0.196
H5 -0.60 1.32 1.46  0.223
H6 1.19 1.44 1.34  0.197
H7 1.31 -2.33 0.65  0.241
H8 1.36 -1.61 2.28  0.195
H9 2.39 -0.96 0.97  0.187

=====

Model x:
Below is a molecular structure, C4H9N3O2, with properties calculated with the ωB97M-V functional and the def2-TZVPD basis.

Results
Charge: 0
LUMO level (spin up / spin down), eV: -0.996 / -1.112

Last column: natural (NBO) charge in e.
CARTESIAN COORDINATES (ANGSTROEM)
C1 1.58 -0.32 -0.36  0.067
C2 1.63 1.62 1.10  -0.454
C3 -2.01 -1.74 -0.70  -0.730
N1 1.05 1.01 -0.08  -0.226
C4 -1.06 -1.06 0.24  0.827
O1 0.47 -1.06 -0.72  -0.672
N2 -0.65 1.02 0.13  0.024
N3 -1.47 1.16 -0.76  -0.375
O2 -0.96 -1.36 1.40  -0.521
H1 -1.67 2.17 -0.91  0.348
H2 2.09 -0.77 0.51  0.133
H3 2.32 -0.26 -1.18  0.191
H4 1.54 0.98 1.98  0.197
H5 2.71 1.72 0.94  0.220
H6 1.17 2.60 1.27  0.210
H7 -2.91 -1.13 -0.83  0.247
H8 -1.54 -1.85 -1.68  0.264
H9 -2.29 -2.72 -0.33  0.250

=====

It turns out model w is the most stable, with the second structure 0.2472 hartree higher.